# C20H19CeN6O9S4

C20H19CeN6O9S4 as an isolated structure in a non-equilibrium geometry (ωB97M-V with the def2-TZVPD basis set, the OMol25 dataset).

Results
**HOMO-LUMO gap (spin up / spin down)**: 7.91 / 8.42 eV
**Charge**: 0
**Highest occupied orbital energy (spin up / spin down)**: -8.009 / -8.515 eV
**Molecular weight**: 755.79 u
**E_tot**: -3847.13268 Ha
**LUMO energy (spin up / spin down)**: -0.096 / -0.094 eV
**Spin multiplicity**: 2

Structure (XYZ):
```
59
C20H19CeN6O9S4, DFT ωB97M-V with the def2-TZVPD basis set
Ce -0.427 0.057 0.264
C -4.127 -0.419 2.073
C -3.374 -1.639 1.701
N -2.355 -1.670 0.896
C -1.865 -2.945 0.734
C -2.534 -3.900 1.447
S -3.803 -3.191 2.349
C -0.792 -3.171 -0.216
C -0.079 -4.326 -0.357
S 0.990 -4.205 -1.684
C 0.396 -2.598 -1.997
N -0.497 -2.196 -1.144
C 0.853 -1.866 -3.201
H -3.884 0.373 1.369
H -3.845 -0.106 3.079
H -5.199 -0.603 2.069
H -2.372 -4.958 1.475
H -0.112 -5.212 0.244
H 0.254 -2.160 -4.065
H 1.889 -2.111 -3.424
H 0.745 -0.792 -3.054
O 1.404 0.710 1.438
C 1.850 -0.321 0.895
O 1.213 -1.408 0.908
C 2.973 -0.176 -0.102
C 4.284 -0.527 -0.027
C 5.116 -0.325 -1.150
C 4.618 0.263 -2.299
C 3.277 0.615 -2.386
C 2.377 0.367 -1.301
O 1.129 0.576 -1.351
N 2.799 1.213 -3.581
O 3.620 1.635 -4.375
O 1.592 1.271 -3.767
N 6.464 -0.796 -1.126
O 6.833 -1.420 -0.148
O 7.167 -0.576 -2.095
H 4.701 -0.976 0.862
H 5.269 0.437 -3.145
N -1.559 0.426 -2.326
C -1.476 1.881 -2.097
C -1.426 2.041 -0.574
O -2.304 1.383 0.085
O -0.496 2.619 -0.008
H -1.202 0.229 -3.258
H -2.534 0.130 -2.305
H -2.331 2.428 -2.515
H -0.545 2.263 -2.521
S -0.997 0.095 3.256
C -1.526 1.633 3.588
N -2.083 2.461 2.713
C -2.524 3.763 3.148
C -2.075 3.947 4.602
S -1.503 2.308 5.196
H -2.156 2.191 1.721
H -3.615 3.829 3.055
H -2.082 4.525 2.500
H -2.882 4.291 5.246
H -1.231 4.630 4.683
```

***

# C13H28BCl2N3O7P

A 2-piece molecular cluster, C13H28BCl2N3O7P overall in a non-equilibrium geometry (ωB97M-V with the def2-TZVPD basis set, the OMol25 dataset).

Results
**HOMO-LUMO gap**: 4.24 eV
**Charge**: -1
**Highest occupied orbital energy**: -2.582 eV
**Molecular weight**: 451.07 u
**E_tot**: -2489.65720 Ha
**LUMO energy**: 1.657 eV
**Spin multiplicity**: 1

Structure (XYZ):
```
55
C13H28BCl2N3O7P, DFT ωB97M-V with the def2-TZVPD basis set
C -0.152 1.316 4.674
C 0.836 1.080 3.496
B 0.569 -0.282 2.761
O 0.196 -1.406 3.473
C 0.717 -0.455 1.148
Cl 2.126 0.677 0.760
O 1.218 -1.746 0.903
C 0.906 -2.265 -0.385
O 1.701 -3.331 -0.749
C 0.700 -1.245 -1.491
C 1.937 -0.626 -2.188
Cl 1.502 -0.466 -3.900
C 3.273 -1.350 -2.041
C 4.443 -0.353 -2.243
N -0.289 -0.204 -1.085
N -1.404 -0.344 -1.974
C -0.574 -0.124 0.375
C -1.689 -1.065 0.907
C -2.649 -0.585 2.007
N -3.918 -0.021 1.581
P -1.157 1.685 0.683
C -2.543 2.044 -0.485
O -0.008 2.749 0.143
H 0.399 1.588 5.565
H -0.824 2.138 4.460
H -0.769 0.446 4.851
H 0.736 1.928 2.830
H 1.853 1.116 3.884
H 0.974 -1.948 3.639
H -0.078 -2.731 -0.268
H 2.340 -3.493 -0.049
H 0.190 -1.806 -2.254
H 2.136 0.409 -1.942
H 3.346 -2.084 -2.831
H 3.416 -1.812 -1.076
H 4.825 -0.110 -1.256
H 5.256 -0.835 -2.766
H 4.114 0.544 -2.750
H 0.149 0.701 -1.305
H -1.330 0.185 -2.907
H -2.313 -0.249 -1.556
H -2.293 -1.483 0.110
H -1.182 -1.932 1.318
H -2.901 -1.478 2.578
H -2.207 0.072 2.745
H -4.186 -0.293 0.651
H -3.972 0.971 1.722
H -3.211 1.222 -0.666
H -2.158 2.410 -1.441
H -3.085 2.874 -0.047
H -0.076 2.777 -0.828
C -1.212 1.818 -4.193
O -0.432 2.227 -3.227
O -1.405 2.477 -5.273
O -1.843 0.669 -4.091
```

***

# C4H10NO2

An isolated ion of composition C4H10NO2 and charge -1 in a non-equilibrium geometry (ωB97M-V with the def2-TZVPD basis set, the OMol25 dataset).

Results
**HOMO-LUMO gap**: 8.16 eV
**Charge**: -1
**Highest occupied orbital energy**: -3.899 eV
**Molecular weight**: 104.13 u
**E_tot**: -363.58943 Ha
**LUMO energy**: 4.260 eV
**Spin multiplicity**: 1
**Structure (SMILES)**: [O-]CCC[NH2+]C[O-]
**Energy relative to the best compared isomer or geometry (same formula, charge and spin)**: 354.4 kJ/mol

Structure (XYZ):
```
17
C4H10NO2, DFT ωB97M-V with the def2-TZVPD basis set
C -0.637 -0.641 0.245
C -1.310 0.748 0.138
C -0.490 1.838 0.978
O 0.767 2.067 0.507
N 0.789 -0.439 -0.032
C 1.203 -1.589 -1.352
O 0.983 -2.818 -1.276
H -1.035 -1.415 -0.411
H -0.787 -0.970 1.280
H -2.309 0.744 0.560
H -1.169 1.071 -0.900
H -0.494 1.359 1.985
H -1.106 2.743 1.029
H 1.106 0.693 0.168
H 1.394 -0.998 0.546
H 2.286 -1.360 -1.242
H 0.810 -1.032 -2.223
```

***

# C3H3F2NO

A 2-piece molecular cluster, C3H3F2NO overall in a non-equilibrium geometry (ωB97M-V with the def2-TZVPD basis set, the OMol25 dataset).

Results
**HOMO-LUMO gap (spin up / spin down)**: 7.53 / 9.32 eV
**Charge**: 0
**Highest occupied orbital energy (spin up / spin down)**: -7.742 / -9.379 eV
**Molecular weight**: 107.06 u
**E_tot**: -445.67495 Ha
**LUMO energy (spin up / spin down)**: -0.216 / -0.060 eV
**Spin multiplicity**: 1
**Energy relative to the best compared isomer or geometry (same formula, charge and spin)**: 400.5 kJ/mol

Structure (XYZ):
```
10
C3H3F2NO, DFT ωB97M-V with the def2-TZVPD basis set
C -0.196 -1.188 0.625
C 2.108 -0.591 -0.040
C 0.645 1.763 -0.410
N 1.039 -0.804 0.460
O 3.233 -0.378 -0.147
F 0.899 2.772 0.513
F -0.537 1.217 -0.148
H -0.695 -1.795 0.015
H -0.752 -0.867 1.448
H 0.911 2.288 -1.298
```

***

# C8H14N2S2

One molecule with the formula C8H14N2S2 in a non-equilibrium geometry (ωB97M-V with the def2-TZVPD basis set, the OMol25 dataset).

Results
**HOMO-LUMO gap (spin up / spin down)**: 5.75 / 7.96 eV
**Charge**: 0
**Highest occupied orbital energy (spin up / spin down)**: -5.156 / -8.463 eV
**Molecular weight**: 202.35 u
**E_tot**: -1218.88566 Ha
**LUMO energy (spin up / spin down)**: 0.595 / -0.504 eV
**Spin multiplicity**: 3

Structure (XYZ):
```
26
C8H14N2S2, DFT ωB97M-V with the def2-TZVPD basis set
C -0.814 0.421 -0.132
C 1.901 0.509 -0.542
C 1.290 -0.930 -0.404
C -0.158 -0.788 -0.843
C 2.604 1.502 1.591
C 1.823 1.077 -1.924
C -1.159 -2.470 1.219
C -2.757 2.542 -0.728
N 2.114 1.181 0.568
N -0.739 0.611 1.105
S -1.222 -2.226 -0.575
S -1.740 1.195 -1.506
H 1.897 -1.533 -1.107
H 1.383 -1.323 0.573
H -0.187 -0.576 -2.004
H 2.324 2.238 2.372
H 2.447 0.558 -2.674
H 2.172 2.187 -1.976
H 0.817 1.236 -2.326
H -2.035 -2.888 1.651
H -1.125 -1.406 1.585
H -0.329 -3.041 1.426
H -2.329 2.536 0.233
H -3.775 2.178 -0.842
H -2.699 3.410 -1.246
H -1.240 1.417 1.501
```

***

# C10H18IN4

An isolated ion of composition C10H18IN4 and charge +1 in a non-equilibrium geometry (ωB97M-V with the def2-TZVPD basis set, the OMol25 dataset).

Results
**HOMO-LUMO gap**: 8.65 eV
**Charge**: +1
**Highest occupied orbital energy**: -12.650 eV
**Molecular weight**: 321.19 u
**E_tot**: -908.17009 Ha
**LUMO energy**: -4.000 eV
**Spin multiplicity**: 1
**Structure (SMILES)**: CCC[C@@H](C)n1nc(I)[nH]c1=[N+]=C(C)C

Structure (XYZ):
```
33
C10H18IN4, DFT ωB97M-V with the def2-TZVPD basis set
C 3.188 -1.777 1.353
C 3.130 -1.575 -0.238
C 2.579 -0.147 -0.725
C 1.226 0.248 0.040
C 1.639 1.198 1.311
N 0.259 1.039 -0.766
N 0.461 2.245 -1.388
C -0.737 2.670 -2.044
I -0.951 4.508 -3.199
N -1.776 1.648 -1.809
C -1.108 0.644 -1.036
N -1.539 -0.642 -0.503
C -2.734 -0.585 0.076
C -3.646 -1.919 -0.054
C -3.327 0.633 0.915
H 3.277 -2.916 1.532
H 2.255 -1.443 1.919
H 4.089 -1.305 1.868
H 4.211 -1.697 -0.624
H 2.493 -2.415 -0.691
H 2.460 -0.199 -1.874
H 3.427 0.612 -0.547
H 0.804 -0.703 0.501
H 0.864 0.939 2.130
H 1.441 2.285 1.016
H 2.708 1.003 1.664
H -2.754 1.612 -2.117
H -3.403 -2.566 0.874
H -4.755 -1.685 -0.153
H -3.228 -2.509 -0.948
H -3.941 1.382 0.284
H -2.530 1.189 1.541
H -4.079 0.228 1.695
```